# 1
Density functional theory data (the ωB97M-V functional and the def2-TZVPD basis) for a single C11H13NO molecule.

LUMO level (eV): 0.923
Charge: 0
Energy above the lowest of the compared OMol25 structures with the same formula, charge and spin (kJ/mol): 334.1
Calculated total energy (eV): -15151.980
SMILES: OCCn1cc2c(c1)[C@H]1C=C[C@@H]2C1
E_HOMO (eV): -8.21

Each line ends with the Löwdin charge.
Cartesian coordinates (Å):
1 O 1.033 -2.419 1.459  -0.07
2 C 0.398 -2.064 2.717  -0.24
3 C -0.901 -1.503 2.358  -0.14
4 N -0.779 -0.449 1.311  -0.08
5 C -1.073 -0.717 0.032  -0.08
6 C -0.602 0.214 -0.782  -0.22
7 C 0.197 1.063 -0.032  -0.14
8 C 0.225 0.618 1.275  0.05
9 C 0.720 2.017 -1.081  -0.18
10 C 1.594 1.280 -2.114  -0.01
11 C 0.748 0.332 -2.663  -0.02
12 C -0.630 0.656 -2.177  -0.28
13 C -0.603 2.128 -1.951  -0.08
14 H 0.696 -1.821 0.801  0.04
15 H 0.336 -2.931 3.370  0.12
16 H 1.096 -1.370 3.231  0.12
17 H -1.417 -2.357 2.001  0.12
18 H -1.313 -1.025 3.299  0.15
19 H -1.747 -1.492 -0.189  0.13
20 H 0.726 1.029 2.099  0.10
21 H 1.040 2.850 -0.543  0.11
22 H 2.672 1.254 -2.053  0.09
23 H 0.939 -0.572 -3.305  0.13
24 H -1.386 0.208 -2.778  0.14
25 H -1.524 2.285 -1.433  0.12
26 H -0.444 2.785 -2.854  0.14

# 2
Density functional theory data (the ωB97M-V functional and the def2-TZVPD basis) for a molecular structure, C44H45BaN10O6S5.

LUMO level (eV): 1.501
Charge: -1
Energy above the lowest of the compared OMol25 structures with the same formula, charge and spin (kJ/mol): 184.6
Calculated total energy (eV): -128414.902
E_HOMO (eV): -5.54

Each line ends with the Löwdin charge.
Cartesian coordinates (Å):
1 Ba -0.025 0.086 -0.788  1.50
2 C 1.830 -0.216 3.011  -0.44
3 C 2.024 -1.565 2.238  -0.54
4 S 2.729 -1.569 0.613  0.80
5 C 4.179 -0.542 0.955  -0.51
6 C 4.512 0.260 -0.267  -0.55
7 S 3.271 1.502 -0.676  0.77
8 C 3.336 2.727 0.669  -0.50
9 C 2.629 2.464 1.959  -0.48
10 S 1.184 1.264 2.072  0.80
11 H 1.151 -0.476 3.793  0.06
12 H 2.755 0.098 3.459  0.05
13 H 2.590 -2.276 2.790  0.06
14 H 1.124 -2.166 2.129  0.04
15 H 3.965 0.143 1.816  0.07
16 H 4.979 -1.160 1.263  0.07
17 H 5.497 0.661 -0.082  0.08
18 H 4.469 -0.420 -1.120  0.01
19 H 4.352 3.023 0.870  0.08
20 H 2.845 3.568 0.101  0.06
21 H 3.334 2.206 2.777  0.08
22 H 2.146 3.368 2.324  0.07
23 C -5.347 -3.410 1.233  -0.04
24 O -3.983 -3.743 1.522  -0.06
25 C -3.708 -4.411 2.634  -0.25
26 C -4.645 -4.859 3.588  -0.02
27 C -4.232 -5.620 4.679  -0.06
28 C -2.818 -5.954 4.845  -0.06
29 C -1.944 -5.551 3.833  -0.03
30 C -2.369 -4.752 2.792  -0.20
31 N -1.438 -4.273 1.821  0.14
32 C -1.284 -2.935 1.410  -0.38
33 N -1.659 -2.002 2.339  0.14
34 C -1.868 -0.504 2.221  -0.20
35 C -2.191 0.199 1.028  -0.25
36 C -2.545 1.514 1.300  -0.22
37 C -2.492 2.170 2.552  -0.10
38 C -2.148 1.384 3.654  -0.06
39 C -1.876 0.030 3.500  -0.27
40 O -1.696 -0.794 4.589  -0.11
41 C -1.842 -0.326 5.878  -0.11
42 N -0.734 -2.495 0.313  0.04
43 C -0.457 -3.435 -0.712  -0.24
44 C 0.456 -4.485 -0.606  -0.04
45 C 0.716 -5.325 -1.675  -0.09
46 C 0.058 -5.134 -2.864  -0.09
47 C -0.826 -4.059 -3.017  0.02
48 C -1.052 -3.200 -1.938  -0.26
49 O -1.719 -2.012 -2.147  -0.21
50 C -3.057 -1.843 -1.603  -0.06
51 H -5.369 -3.031 0.229  0.07
52 H -5.807 -2.663 1.887  0.10
53 H -5.947 -4.350 1.205  0.10
54 H -5.725 -4.658 3.525  0.11
55 H -4.972 -5.937 5.406  0.09
56 H -2.473 -6.664 5.530  0.07
57 H -0.894 -5.782 3.898  0.11
58 H -1.189 -4.935 1.081  0.14
59 H -1.929 -2.373 3.247  0.13
60 H -2.757 2.211 0.487  0.07
61 H -2.581 3.208 2.703  0.08
62 H -1.978 1.917 4.586  0.10
63 H -1.654 -1.187 6.497  0.09
64 H -2.834 0.022 6.054  0.09
65 H -1.141 0.450 6.207  0.10
66 H 1.078 -4.557 0.273  0.11
67 H 1.413 -6.094 -1.522  0.09
68 H 0.274 -5.807 -3.656  0.09
69 H -1.328 -3.792 -4.006  0.14
70 H -3.575 -1.083 -2.113  0.07
71 H -3.035 -1.480 -0.566  0.04
72 H -3.680 -2.743 -1.715  0.10
73 S 2.557 -1.055 -2.922  0.56
74 C 1.956 -1.480 -4.446  -0.75
75 N 0.973 -0.742 -5.046  0.05
76 C 0.509 -1.023 -6.259  -0.06
77 C 0.902 -2.212 -6.879  -0.05
78 C 1.947 -2.969 -6.325  -0.06
79 C 2.439 -2.639 -5.088  -0.10
80 H 0.674 0.129 -4.584  0.08
81 H -0.245 -0.421 -6.762  0.13
82 H 0.508 -2.509 -7.851  0.11
83 H 2.298 -3.742 -6.898  0.08
84 H 3.385 -3.063 -4.676  0.12
85 N -0.760 0.430 -3.528  -0.01
86 C -1.672 0.312 -4.238  -0.41
87 N -2.670 0.273 -5.034  0.06
88 C -3.068 -0.913 -5.472  -0.43
89 N -3.392 -1.931 -5.895  0.08
90 O 2.807 8.787 2.496  -0.39
91 S 3.450 9.590 1.475  0.40
92 O 2.800 10.919 1.339  -0.39
93 O 4.876 9.516 1.483  -0.35
94 C 2.944 8.736 -0.131  -0.29
95 N 3.249 9.406 -1.287  0.12
96 C 2.966 8.723 -2.398  -0.14
97 C 2.256 7.556 -2.470  -0.01
98 C 1.998 6.972 -1.226  -0.23
99 N 2.354 7.535 -0.079  0.16
100 C 1.345 5.627 -1.111  -0.16
101 C 0.587 5.248 -0.011  0.03
102 C 0.012 3.939 0.001  -0.12
103 N 0.043 3.107 -1.069  -0.03
104 C 0.701 3.570 -2.172  -0.13
105 C 1.379 4.789 -2.208  -0.02
106 H 3.267 9.245 -3.302  0.10
107 H 1.951 7.005 -3.350  0.10
108 H 0.518 5.895 0.825  0.11
109 H -0.481 3.563 0.855  0.07
110 H 0.627 2.832 -3.008  0.10
111 H 1.934 5.169 -3.060  0.10

# 3
Density functional theory data (the ωB97M-V functional and the def2-TZVPD basis) for 2 unconnected molecules or ions with the total composition C5H10O2.

LUMO level (eV): 1.068
Charge: 0
Energy above the lowest of the compared OMol25 structures with the same formula, charge and spin (kJ/mol): 257.9
Calculated total energy (eV): -9440.370
SMILES: CC1OC=CO1.C
E_HOMO (eV): -8.37

Each line ends with the Löwdin charge.
Cartesian coordinates (Å):
1 C -2.172 0.577 -0.461  0.01
2 C -1.300 -0.521 0.080  -0.41
3 O -0.189 -0.785 -0.783  -0.03
4 C 0.714 -1.348 0.086  -0.16
5 C 0.372 -1.069 1.339  -0.12
6 O -0.731 -0.224 1.337  -0.02
7 H -1.585 1.483 -0.632  0.09
8 H -2.613 0.244 -1.405  0.09
9 H -2.976 0.794 0.248  0.09
10 H -1.844 -1.475 0.203  0.16
11 H 1.613 -1.773 -0.335  0.14
12 H 0.744 -1.432 2.277  0.12
13 C 1.998 1.108 -0.398  -0.04
14 H 1.911 0.579 -1.353  0.03
15 H 3.028 1.420 -0.242  0.02
16 H 1.307 1.952 -0.401  0.03
17 H 1.724 0.470 0.439  -0.01

# 4
Density functional theory data (the ωB97M-V functional and the def2-TZVPD basis) for a molecular structure, C22H19B2BrCdF4N6O12S.

LUMO level (eV): 3.481
Charge: -2
Energy above the lowest of the compared OMol25 structures with the same formula, charge and spin (kJ/mol): 136.5
Calculated total energy (eV): -154306.446
E_HOMO (eV): -3.75

Each line ends with the Löwdin charge.
Cartesian coordinates (Å):
1 Cd -0.933 0.851 0.052  1.44
2 C -3.807 -2.175 1.726  -0.03
3 C -3.206 -1.240 0.727  -0.29
4 N -3.221 0.033 0.826  0.03
5 O -3.804 0.553 1.929  0.04
6 B -4.148 1.992 1.727  -1.10
7 F -4.683 2.439 2.926  0.13
8 F -5.082 2.094 0.673  0.11
9 O -2.985 2.889 1.433  0.01
10 N -2.350 2.626 0.241  -0.01
11 C -2.767 3.229 -0.805  -0.26
12 C -3.812 4.297 -0.799  -0.01
13 C -2.205 2.754 -2.102  -0.28
14 N -2.048 1.489 -2.142  0.03
15 O -1.521 0.958 -3.270  0.03
16 B -1.801 -0.514 -3.342  -1.10
17 F -3.195 -0.712 -3.325  0.11
18 F -1.237 -0.952 -4.533  0.13
19 O -1.163 -1.327 -2.261  0.01
20 N -1.610 -1.058 -0.986  -0.01
21 C -2.607 -1.719 -0.550  -0.26
22 C -3.255 -2.852 -1.277  0.00
23 C -1.913 3.685 -3.233  -0.01
24 H -3.757 -1.715 2.710  0.08
25 H -3.261 -3.118 1.743  0.08
26 H -4.857 -2.370 1.493  0.09
27 H -4.102 4.524 0.222  0.08
28 H -4.692 3.957 -1.347  0.09
29 H -3.425 5.193 -1.289  0.08
30 H -2.602 -3.202 -2.071  0.09
31 H -4.186 -2.506 -1.728  0.09
32 H -3.483 -3.660 -0.580  0.07
33 H -2.667 4.471 -3.301  0.07
34 H -1.878 3.124 -4.164  0.08
35 H -0.940 4.151 -3.065  0.08
36 Br 2.766 -7.034 3.284  0.72
37 C 3.701 -5.395 3.454  -0.66
38 C 5.013 -5.409 3.898  -0.20
39 N 5.731 -4.301 4.048  0.07
40 C 5.143 -3.144 3.756  -0.07
41 C 3.834 -3.041 3.305  -0.08
42 C 3.085 -4.199 3.141  -0.02
43 C 3.281 -1.671 3.038  -0.44
44 O 2.083 -1.815 2.467  -0.01
45 O 3.860 -0.654 3.291  0.15
46 H 5.496 -6.349 4.141  0.09
47 H 5.726 -2.240 3.886  0.12
48 H 2.064 -4.152 2.789  0.13
49 O 0.752 3.442 -1.267  0.04
50 C 1.423 2.423 -1.290  -0.46
51 N 1.080 1.203 -0.782  0.05
52 C 2.081 0.285 -1.022  -0.45
53 O 2.103 -0.884 -0.713  0.08
54 C 3.196 1.003 -1.748  -0.09
55 C 4.417 0.560 -2.209  -0.01
56 C 5.234 1.487 -2.853  -0.10
57 C 4.825 2.807 -3.023  -0.10
58 C 3.586 3.239 -2.553  -0.02
59 C 2.791 2.311 -1.915  -0.09
60 H 4.718 -0.471 -2.071  0.11
61 H 6.203 1.180 -3.230  0.09
62 H 5.482 3.505 -3.528  0.09
63 H 3.253 4.262 -2.677  0.11
64 O -0.560 0.604 2.351  -0.37
65 S -0.082 -0.659 2.900  0.43
66 O -0.675 -1.842 2.334  -0.29
67 O 1.466 -0.567 2.218  -0.18
68 O 0.127 -0.671 4.319  -0.29

# 5
Density functional theory data (the ωB97M-V functional and the def2-TZVPD basis) for 2 unconnected molecules or ions with the total composition C2NO3.

LUMO level (spin up / spin down) (eV): 3.455 / 3.454
Charge: -1
Energy above the lowest of the compared OMol25 structures with the same formula, charge and spin (kJ/mol): 495.7
Calculated total energy (eV): -9703.603
E_HOMO (spin up / spin down) (eV): -3.25 / -3.26

Each line ends with the Löwdin charge.
Cartesian coordinates (Å):
1 C -0.997 0.994 0.466  -0.31
2 C 0.638 -0.649 -0.132  -0.42
3 N -0.080 0.513 -0.133  0.18
4 O -1.893 1.601 0.909  0.13
5 O 1.626 -1.015 -1.877  -0.60
6 O 0.707 -1.444 0.768  0.01